# 1
This record from the Open Molecules 2025 dataset describes C29H27F2N5O10PRuS3 as an isolated structure. The level of theory is the ωB97M-V functional and the def2-TZVPD basis.

For the highest occupied orbital energy (spin up / spin down), the calculation gives -7.4 / -8.9 eV. The relative energy (zero: lowest compared OMol25 entry of this formula, charge and spin) comes out at 35.2 kJ/mol. The frontier orbital gap (spin up / spin down) is 0.267 / 0.256 Eh. As for the expectation value of S²: 8.76.

```
! RIJCOSX wB97M-V def2-TZVPD def2/J DEFGRID3
* xyz 0 6
Ru -0.59 -0.20 0.23
F -2.59 2.21 4.75
C -2.88 1.60 3.59
C -1.86 1.03 2.85
C -2.16 0.43 1.63
C -3.50 0.36 1.21
C -4.47 0.94 2.00
F -5.78 0.89 1.65
C -4.20 1.57 3.19
C -3.78 -0.36 -0.07
C -5.02 -0.40 -0.70
C -5.16 -1.10 -1.89
C -4.08 -1.76 -2.42
C -2.88 -1.68 -1.74
N -2.74 -1.01 -0.60
H -0.84 1.09 3.22
H -4.98 2.02 3.78
H -5.86 0.12 -0.28
H -6.12 -1.13 -2.39
H -4.15 -2.32 -3.35
H -1.99 -2.16 -2.12
O 1.07 -4.43 4.51
C -0.23 -4.56 4.30
O -0.92 -5.32 4.93
C -0.82 -3.73 3.21
C -2.12 -3.87 2.79
N -2.30 -3.01 1.77
N -1.20 -2.30 1.51
C -0.30 -2.72 2.37
C 1.01 -2.00 2.34
O 1.96 -2.48 2.95
O 1.03 -0.91 1.66
H 1.46 -3.71 3.93
H -2.90 -4.52 3.16
H -3.14 -2.83 1.25
O 3.44 2.57 -2.19
S 3.55 1.79 -0.98
O 4.55 0.75 -0.96
N 2.10 1.22 -0.53
C 1.61 1.92 0.50
O 0.47 1.75 0.99
C 2.57 2.92 1.08
C 2.41 3.73 2.18
C 3.48 4.54 2.55
C 4.67 4.52 1.84
C 4.84 3.70 0.73
C 3.76 2.91 0.38
H 1.47 3.72 2.72
H 3.38 5.19 3.41
H 5.50 5.15 2.16
H 5.77 3.67 0.17
S -1.60 1.64 -1.48
C -0.59 2.49 -2.52
N 0.11 1.96 -3.51
C 0.98 2.89 -4.25
C 0.32 4.25 -4.10
S -0.46 4.21 -2.46
H 0.39 0.99 -3.38
H 1.03 2.60 -5.30
H 1.97 2.88 -3.83
H -0.47 4.41 -4.83
H 1.04 5.07 -4.15
C 0.06 -3.99 -1.22
O 0.15 -2.83 -2.06
P 0.91 -1.51 -1.48
O 1.09 -0.71 -2.86
C 2.00 -1.19 -3.88
O 2.32 -2.13 -1.18
C 3.22 -2.02 -0.04
H -0.26 -4.82 -1.85
H -0.68 -3.84 -0.42
H 1.02 -4.24 -0.78
H 1.49 -1.12 -4.83
H 2.29 -2.22 -3.70
H 2.89 -0.55 -3.87
H 4.21 -1.86 -0.44
H 3.16 -2.94 0.52
H 2.93 -1.19 0.59
*
```



# 2
This record from the Open Molecules 2025 dataset describes C29H27F3N6O4PReS as an isolated structure. The level of theory is the ωB97M-V functional and the def2-TZVPD basis.

For the highest occupied orbital energy (spin up / spin down), the calculation gives -17.4 / -17.3 eV. The relative energy (zero: lowest compared OMol25 entry of this formula, charge and spin) comes out at 6.9 kJ/mol. The frontier orbital gap (spin up / spin down) is 0.286 / 0.226 Eh. As for the expectation value of S²: 3.78.

```
! RIJCOSX wB97M-V def2-TZVPD def2/J DEFGRID3
* xyz 3 4
Re -0.04 0.48 0.01
N -0.08 0.38 2.19
C -0.76 -0.78 2.82
C -0.86 -0.82 4.20
C -1.50 -1.90 4.79
C -2.02 -2.92 4.02
C -1.91 -2.87 2.64
C -1.28 -1.79 2.02
P -1.13 -1.73 0.23
C -0.19 -3.19 -0.27
C -0.34 -3.83 -1.50
C 0.41 -4.96 -1.78
C 1.30 -5.47 -0.85
C 1.45 -4.84 0.39
C 0.70 -3.71 0.68
C -2.77 -1.58 -0.50
C -2.99 -1.68 -1.88
C -4.27 -1.56 -2.39
C -5.34 -1.32 -1.53
C -5.12 -1.18 -0.16
C -3.84 -1.31 0.36
H -0.52 1.23 2.56
H 0.88 0.41 2.56
H -0.45 -0.02 4.81
H -1.59 -1.93 5.87
H -2.52 -3.76 4.49
H -2.32 -3.68 2.04
H -1.04 -3.49 -2.24
H 0.28 -5.47 -2.73
H 1.87 -6.37 -1.07
H 2.12 -5.25 1.13
H 0.81 -3.25 1.65
H -2.18 -1.84 -2.57
H -4.43 -1.65 -3.45
H -6.34 -1.23 -1.92
H -5.95 -0.99 0.51
H -3.69 -1.21 1.42
N -3.72 1.91 -4.33
C -3.01 0.80 -4.60
O -3.41 -0.19 -5.18
C -1.60 0.73 -4.04
C -0.54 0.37 -4.87
C 0.70 0.17 -4.30
C 0.83 0.23 -2.93
N -0.20 0.51 -2.11
C -1.40 0.80 -2.68
H -4.64 1.97 -4.76
H -3.26 2.78 -4.15
H -0.71 0.26 -5.94
H 1.57 -0.07 -4.91
H 1.79 0.05 -2.47
H -2.21 1.04 -2.01
N 4.58 -2.41 -0.67
C 3.98 -1.30 -0.26
C 2.58 -1.11 -0.37
N 2.02 0.03 0.06
C 2.80 1.00 0.57
C 4.18 0.79 0.66
N 4.75 -0.33 0.26
H 4.07 -3.19 -1.06
H 5.58 -2.49 -0.58
H 1.94 -1.87 -0.79
H 2.34 1.93 0.87
H 4.82 1.56 1.06
F -2.13 5.34 0.30
C -2.07 4.29 -0.47
F -3.27 3.78 -0.70
F -1.44 4.52 -1.60
S -1.09 2.95 0.46
O 0.22 2.70 -0.21
O -1.05 3.26 1.84
O -1.78 1.60 0.18
*
```



| no. | maximum force (eV Å⁻¹) | E_tot (eV) |
| --- | --- | --- |
| 1 | 1.54 | -108248.467 |
| 2 | 0.79 | -78024.116 |